Entry 1:
This record from OMol25 describes C18H48BrF6N4O12S2V as an isolated structure. The level of theory is ωB97M-V/def2-TZVPD.

## Properties
* energy above the lowest of the compared OMol25 structures with the same formula, charge and spin: 0.0 kJ/mol
* net charge: +2

Last column: Löwdin charge in e.
Positions of all 92 atoms, in Å:
O -0.232 -1.260 1.084  -0.38
V -0.641 -0.209 -0.032  0.73
O 0.685 0.619 -0.295  -0.36
C 2.196 3.935 -3.923  -0.03
C 2.341 2.539 -4.524  -0.29
C 2.746 1.556 -3.435  -0.20
O 2.856 0.278 -4.000  -0.18
C 2.936 -0.819 -3.093  -0.10
N 1.010 2.079 -5.090  0.24
H 1.067 1.145 -5.503  0.17
H 0.299 1.958 -4.349  0.09
H 0.669 2.761 -5.764  0.17
H 3.197 4.316 -3.722  0.08
H 1.697 3.920 -2.955  0.06
H 1.676 4.618 -4.593  0.10
H 3.118 2.559 -5.284  0.16
H 2.025 1.470 -2.615  0.13
H 3.693 2.022 -3.127  0.13
H 3.433 -1.586 -3.689  0.09
H 1.942 -1.185 -2.832  -0.05
H 3.565 -0.656 -2.217  0.10
C -2.159 -1.952 6.256  -0.03
C -2.108 -1.882 4.762  -0.30
C -0.739 -2.238 4.189  -0.20
O -0.512 -3.615 4.392  -0.20
C 0.889 -3.931 4.430  -0.06
N -3.176 -2.794 4.135  0.24
H -3.379 -2.585 3.149  0.10
H -2.995 -3.793 4.260  0.17
H -4.070 -2.705 4.627  0.17
H -1.377 -1.360 6.730  0.10
H -1.999 -2.985 6.569  0.10
H -3.095 -1.550 6.646  0.09
H -2.391 -0.896 4.395  0.15
H -0.037 -1.529 4.633  0.14
H -0.747 -2.051 3.109  0.09
H 1.288 -3.779 3.426  0.08
H 0.985 -4.969 4.736  0.10
H 1.413 -3.316 5.163  0.09
C 5.314 4.924 -1.066  -0.02
C 4.563 5.691 0.020  -0.30
C 3.068 5.427 0.021  -0.21
O 2.769 4.118 0.422  -0.17
C 1.379 3.867 0.463  -0.08
N 5.176 5.365 1.365  0.23
H 6.167 5.599 1.440  0.18
H 4.678 5.870 2.103  0.18
H 5.048 4.368 1.567  0.18
H 6.375 4.884 -0.816  0.09
H 5.186 5.516 -1.970  0.10
H 4.924 3.914 -1.177  0.09
H 4.663 6.773 -0.073  0.16
H 2.639 5.697 -0.948  0.14
H 2.608 6.147 0.714  0.14
H 0.830 4.575 1.099  0.10
H 1.213 2.915 0.963  0.09
H 0.871 3.871 -0.501  0.07
C 0.091 -4.570 0.699  -0.04
C -0.878 -5.348 -0.178  -0.29
C -2.303 -4.834 0.003  -0.23
O -3.136 -5.641 -0.779  -0.15
C -4.483 -5.241 -0.632  -0.08
N -0.505 -5.186 -1.646  0.21
H -1.004 -5.882 -2.199  0.17
H -0.550 -4.209 -1.964  -0.01
H 0.483 -5.443 -1.597  0.16
H 1.082 -5.018 0.765  0.09
H -0.374 -4.428 1.676  0.08
H 0.238 -3.527 0.401  0.05
H -0.938 -6.406 0.069  0.16
H -2.379 -3.753 -0.175  0.11
H -2.520 -4.837 1.081  0.13
H -4.910 -5.387 0.365  0.10
H -5.157 -5.660 -1.376  0.10
H -4.588 -4.164 -0.815  0.07
C -1.881 3.972 -2.118  -0.64
F -2.485 4.469 -3.190  0.16
F -0.600 4.388 -2.212  0.08
F -2.406 4.444 -1.000  0.16
S -1.941 2.076 -2.155  0.55
O -0.902 1.719 -3.129  -0.35
O -1.623 1.571 -0.815  -0.40
O -3.241 1.781 -2.696  -0.24
C -5.024 0.052 1.268  -0.65
F -6.280 -0.342 1.410  0.16
F -5.056 1.131 0.475  0.14
F -4.409 0.404 2.398  0.13
S -4.035 -1.297 0.384  0.56
O -2.774 -0.642 0.036  -0.41
O -3.898 -2.369 1.377  -0.34
O -4.830 -1.611 -0.787  -0.25
Br -0.324 -1.865 -2.222  0.25

Entry 2:
This record from OMol25 describes C18H48CaO22PS6 as an isolated structure. The level of theory is ωB97M-V/def2-TZVPD.

## Properties
* energy above the lowest of the compared OMol25 structures with the same formula, charge and spin: 1237.2 kJ/mol
* net charge: -1

Last column: Löwdin charge in e.
Positions of all 96 atoms, in Å:
Ca 1.435 0.462 -0.023  0.97
P 3.315 3.614 -1.536  -0.10
O 3.504 2.986 -0.156  -0.30
O 4.796 3.935 -1.320  -0.29
O 2.809 4.774 -0.721  -0.40
O 2.611 2.418 -2.155  -0.49
O 4.355 -1.720 -1.900  -0.34
S 5.775 -2.090 -2.086  0.67
O 6.597 -2.684 -1.025  -0.31
O 5.984 -3.101 -3.362  -0.29
C 5.391 -2.822 -4.610  -0.30
C 6.351 -3.074 -5.756  -0.07
C 6.667 -0.684 -2.806  -0.10
H 5.032 -1.794 -4.659  0.11
H 4.547 -3.512 -4.590  0.12
H 5.866 -3.188 -6.725  0.07
H 7.023 -3.918 -5.600  0.08
H 6.986 -2.210 -5.949  0.07
H 7.425 -1.041 -3.504  0.07
H 7.102 -0.111 -1.987  0.08
H 5.894 -0.148 -3.357  0.07
O -1.289 -2.182 1.979  -0.33
S -2.434 -2.931 2.406  0.66
O -2.497 -4.376 2.155  -0.32
O -2.860 -2.659 4.032  -0.28
C -4.121 -3.196 4.511  -0.27
C -4.112 -4.698 4.639  -0.09
C -3.892 -2.113 1.536  -0.09
H -4.955 -2.798 3.932  0.10
H -4.290 -2.758 5.495  0.12
H -5.005 -5.087 5.129  0.08
H -3.345 -4.955 5.370  0.08
H -3.900 -5.344 3.788  0.06
H -3.541 -1.926 0.521  0.07
H -4.072 -1.192 2.091  0.07
H -4.708 -2.820 1.681  0.05
O -4.337 3.243 -0.955  -0.32
S -3.153 3.040 -1.781  0.65
O -2.131 2.085 -1.427  -0.31
O -3.607 2.649 -3.332  -0.27
C -4.812 3.125 -3.792  -0.33
C -5.232 2.162 -4.904  -0.07
C -2.345 4.703 -2.086  -0.07
H -4.639 4.072 -4.303  0.12
H -5.557 3.122 -2.997  0.11
H -6.129 2.496 -5.427  0.07
H -5.490 1.203 -4.457  0.08
H -4.390 2.023 -5.582  0.08
H -2.133 4.973 -1.052  0.06
H -2.990 5.429 -2.582  0.06
H -1.451 4.475 -2.667  0.07
O -1.669 -2.193 -5.214  -0.33
S -0.248 -1.793 -5.068  0.69
O 0.318 -1.675 -3.725  -0.32
O 0.663 -2.874 -5.974  -0.27
C 0.260 -3.098 -7.331  -0.34
C 0.679 -4.462 -7.656  -0.08
C 0.061 -0.238 -6.060  -0.09
H 0.746 -2.402 -8.015  0.11
H -0.783 -2.963 -7.621  0.12
H -0.130 -5.156 -7.430  0.09
H 1.537 -4.724 -7.036  0.09
H 0.964 -4.509 -8.707  0.08
H -0.262 0.605 -5.449  0.07
H -0.628 -0.389 -6.891  0.05
H 1.122 -0.126 -6.287  0.07
O 2.800 -0.924 3.708  -0.34
S 2.981 -1.613 5.011  0.68
O 4.284 -1.710 5.667  -0.32
O 1.833 -1.028 6.095  -0.28
C 1.877 -1.446 7.491  -0.27
C 0.650 -0.849 8.135  -0.08
C 2.453 -3.326 4.760  -0.12
H 2.783 -0.983 7.884  0.11
H 1.998 -2.510 7.693  0.12
H 0.628 0.241 8.157  0.08
H 0.447 -1.178 9.154  0.08
H -0.208 -1.169 7.545  0.08
H 2.818 -3.922 5.597  0.06
H 2.813 -3.724 3.812  0.08
H 1.376 -3.289 4.927  0.06
O -2.200 2.873 4.855  -0.32
S -1.164 3.607 4.158  0.67
O -0.387 2.947 3.117  -0.30
O -1.815 5.041 3.471  -0.27
C -3.013 5.600 4.038  -0.29
C -3.210 7.001 3.527  -0.08
C -0.105 4.322 5.453  -0.11
H -2.847 5.659 5.113  0.11
H -3.899 5.042 3.738  0.12
H -3.997 7.445 4.136  0.08
H -3.725 7.103 2.572  0.07
H -2.274 7.559 3.528  0.09
H 0.494 5.092 4.967  0.07
H 0.681 3.643 5.783  0.07
H -0.749 4.633 6.277  0.06

Entry 3:
This record from OMol25 describes C18H48FLiO6 as an isolated structure. The level of theory is ωB97M-V/def2-TZVPD.

## Properties
* energy above the lowest of the compared OMol25 structures with the same formula, charge and spin: 684.4 kJ/mol

Last column: Löwdin charge in e.
Positions of all 74 atoms, in Å:
Li 0.049 -0.932 -1.150  0.83
F -2.633 0.268 -0.981  -0.87
C -4.055 2.982 -4.459  -0.06
C -3.566 2.114 -5.580  -0.51
C -2.606 2.628 -6.633  -0.06
O -2.923 0.913 -5.080  -0.06
H -4.743 2.408 -3.839  0.09
H -4.450 3.888 -4.919  0.08
H -3.201 3.166 -3.806  0.09
H -4.507 1.963 -6.108  0.12
H -2.378 1.931 -7.439  0.08
H -1.634 2.812 -6.175  0.07
H -2.915 3.635 -6.914  0.07
H -3.122 0.872 -4.142  0.07
C -1.274 5.531 3.403  -0.06
C -1.829 4.156 3.082  -0.50
C -3.265 4.372 2.616  -0.08
O -1.184 3.512 2.011  -0.05
H -0.852 6.075 2.558  0.09
H -0.528 5.423 4.190  0.07
H -2.055 6.138 3.860  0.07
H -1.844 3.471 3.930  0.13
H -3.962 4.656 3.403  0.08
H -3.651 3.387 2.353  0.08
H -3.391 5.135 1.848  0.09
H -1.839 3.010 1.520  0.08
C 3.138 0.628 4.062  -0.06
C 3.276 -0.136 2.738  -0.50
C 4.072 -1.447 2.831  -0.04
O 2.005 -0.438 2.200  -0.06
H 4.163 0.846 4.361  0.08
H 2.702 -0.021 4.822  0.08
H 2.608 1.579 4.012  0.08
H 3.806 0.543 2.070  0.12
H 4.612 -1.556 1.891  0.07
H 3.382 -2.277 2.984  0.08
H 4.727 -1.470 3.702  0.08
H 1.487 0.368 2.264  0.08
C -2.693 -2.981 3.566  -0.05
C -3.295 -4.444 3.836  -0.49
C -3.675 -4.528 5.257  -0.09
O -4.434 -4.604 3.039  -0.05
H -1.822 -2.890 4.214  0.07
H -3.387 -2.144 3.641  0.07
H -2.420 -2.799 2.526  0.07
H -2.553 -5.196 3.571  0.14
H -4.438 -3.801 5.535  0.09
H -2.812 -4.425 5.916  0.08
H -4.142 -5.479 5.512  0.08
H -4.985 -3.824 2.942  0.09
C 2.524 -5.858 -0.238  -0.06
C 2.233 -4.721 -1.235  -0.46
C 2.760 -4.955 -2.675  -0.04
O 0.790 -4.466 -1.127  -0.09
H 3.612 -5.860 -0.299  0.08
H 2.140 -6.829 -0.550  0.08
H 2.294 -5.613 0.799  0.08
H 2.669 -3.803 -0.839  0.12
H 3.847 -4.958 -2.593  0.08
H 2.460 -4.233 -3.435  0.08
H 2.391 -5.936 -2.976  0.08
H 0.410 -5.346 -1.182  0.07
C 4.732 2.210 -3.014  -0.05
C 3.202 2.349 -2.693  -0.45
C 2.474 3.303 -3.621  -0.06
O 2.639 1.039 -2.921  -0.09
H 5.231 3.179 -3.028  0.07
H 4.844 1.929 -4.061  0.08
H 5.268 1.631 -2.263  0.07
H 3.058 2.521 -1.626  0.13
H 2.568 4.372 -3.431  0.08
H 1.416 3.061 -3.513  0.08
H 2.699 3.098 -4.667  0.08
H 2.774 0.873 -3.857  0.08

Entry 4:
This record from OMol25 describes a 8-piece molecular cluster, C18H48IN3O10P overall. The level of theory is ωB97M-V/def2-TZVPD.

## Properties
* net charge: +1

Last column: Löwdin charge in e.
Positions of all 81 atoms, in Å:
O 0.910 1.342 0.012  0.10
C 0.141 1.893 -0.785  -0.40
O 0.306 1.700 -2.192  0.06
C -1.060 2.869 -0.331  -0.05
C -2.423 2.098 -0.576  -0.16
N -2.569 0.671 -0.662  0.17
N -3.902 0.531 -0.918  0.02
C -4.704 1.710 -1.001  0.02
N -3.702 2.734 -0.779  -0.23
P -4.290 4.409 -0.860  0.54
O -4.404 4.732 -2.562  -0.38
I -2.697 6.062 -0.045  0.59
H -0.120 2.476 -2.625  0.12
H -1.031 3.753 -1.066  0.08
H -0.933 3.218 0.757  0.14
H -4.324 -0.401 -1.067  0.18
H -5.821 1.817 -1.229  0.18
H -5.257 4.331 -2.846  0.05
C 3.129 -0.948 -1.875  -0.09
C 2.783 -1.470 -3.256  -0.31
O 1.696 -2.388 -3.176  -0.09
H 3.396 -1.771 -1.210  0.06
H 3.962 -0.249 -1.922  0.07
H 2.269 -0.442 -1.426  0.06
H 3.636 -1.993 -3.691  0.09
H 2.502 -0.650 -3.925  0.11
H 0.944 -1.915 -2.798  0.07
C -3.288 7.508 4.804  -0.09
C -3.748 8.240 3.558  -0.33
O -4.823 7.538 2.943  -0.12
H -2.965 6.494 4.556  0.07
H -2.458 8.035 5.282  0.08
H -4.106 7.416 5.523  0.08
H -2.933 8.311 2.834  0.09
H -4.083 9.253 3.802  0.11
H -5.543 7.487 3.586  0.08
C -6.139 -2.262 2.256  -0.08
C -6.726 -1.807 0.936  -0.31
O -6.577 -0.394 0.790  -0.11
H -6.633 -1.756 3.090  0.08
H -6.253 -3.341 2.383  0.08
H -5.076 -2.011 2.315  0.07
H -7.791 -2.039 0.890  0.12
H -6.228 -2.302 0.095  0.10
H -5.632 -0.197 0.824  0.04
C 3.956 -3.630 -5.936  -0.10
C 3.500 -2.893 -7.180  -0.32
O 2.430 -3.593 -7.802  -0.08
H 4.281 -4.642 -6.188  0.08
H 4.782 -3.104 -5.452  0.07
H 3.133 -3.727 -5.221  0.06
H 4.317 -2.816 -7.900  0.11
H 3.162 -1.881 -6.933  0.10
H 1.708 -3.649 -7.162  0.08
C 2.752 -3.814 0.811  -0.09
C 3.706 -3.223 1.829  -0.32
O 4.300 -4.260 2.600  -0.08
H 1.969 -4.393 1.310  0.06
H 2.283 -3.028 0.214  0.06
H 3.277 -4.500 0.140  0.08
H 3.174 -2.556 2.510  0.10
H 4.500 -2.651 1.337  0.11
H 4.776 -4.840 1.992  0.08
C 0.126 -3.371 3.784  -0.10
C -0.150 -4.851 3.962  -0.32
O -1.420 -5.184 3.412  -0.09
H -0.650 -2.774 4.272  0.07
H 1.096 -3.101 4.207  0.07
H 0.116 -3.100 2.723  0.06
H -0.161 -5.113 5.021  0.12
H 0.616 -5.453 3.465  0.11
H -1.400 -4.958 2.474  0.08
C 6.248 1.790 1.299  -0.09
C 5.900 1.266 -0.080  -0.31
O 4.813 0.350 0.001  -0.12
H 6.515 0.966 1.966  0.08
H 7.086 2.490 1.251  0.08
H 5.390 2.299 1.748  0.07
H 6.752 0.740 -0.515  0.12
H 5.621 2.085 -0.750  0.11
H 4.060 0.824 0.378  0.08

Number 1: energy -6749.65425 Ha, strongest force on any atom 2.7 eV/A. Number 2: energy -5777.61653 Ha, strongest force on any atom 8.6 eV/A. Number 3: energy -1273.31679 Ha, strongest force on any atom 3.5 eV/A. Number 4: energy -2269.96394 Ha, strongest force on any atom 5.4 eV/A.